1.
Density functional theory data (ωB97M-V/def2-TZVPD) for a 3-piece molecular cluster, C19H41FN3O4 overall.

The value obtained for the molar mass is 394.6 g/mol. Its energy is -35747.016 eV.

The geometry in ORCA input format:
```
! wB97M-V def2-TZVPD RIJCOSX def2/J DEFGRID3
* xyz -1 1
O 0.79 0.22 4.06
C -0.25 0.78 3.86
O -0.93 0.70 2.72
C -2.29 1.20 2.74
C -3.22 0.41 3.66
C -3.71 -0.93 3.12
C -2.60 -1.94 2.81
N -2.09 -1.72 1.46
C -2.67 -2.55 0.44
F -4.07 -2.49 0.62
C -2.34 -2.13 -1.02
O -1.86 -1.00 -1.19
O -2.62 -3.03 -1.84
H -0.72 1.44 4.62
H -2.25 2.26 3.04
H -2.63 1.13 1.70
H -4.10 1.04 3.84
H -2.73 0.28 4.64
H -4.43 -1.34 3.84
H -4.24 -0.76 2.18
H -1.77 -1.81 3.52
H -2.97 -2.97 2.96
H -1.08 -1.79 1.42
H -2.42 -3.62 0.55
C 7.39 1.85 2.86
C 6.36 0.87 2.34
N 5.44 0.42 3.38
C 4.67 -0.75 2.99
C 3.69 -0.62 1.82
C 4.71 1.47 4.07
C 3.88 2.43 3.22
H 7.90 1.45 3.74
H 8.14 2.05 2.09
H 6.95 2.81 3.13
H 6.87 -0.02 1.97
H 5.85 1.31 1.48
H 4.11 -1.08 3.88
H 5.38 -1.55 2.77
H 2.82 -0.02 2.08
H 3.32 -1.61 1.53
H 4.17 -0.18 0.94
H 5.43 2.05 4.65
H 4.07 0.98 4.80
H 4.44 2.83 2.38
H 3.56 3.28 3.83
H 2.98 1.95 2.83
C -2.41 0.19 -7.77
C -3.18 0.15 -6.46
N -2.64 -0.81 -5.52
C -3.52 -1.11 -4.40
C -3.89 0.05 -3.47
C -1.23 -0.63 -5.17
C -0.81 0.73 -4.59
H -2.30 -0.81 -8.19
H -2.93 0.81 -8.50
H -1.41 0.61 -7.64
H -4.21 -0.16 -6.67
H -3.24 1.17 -6.06
H -3.06 -1.89 -3.80
H -4.44 -1.54 -4.81
H -3.05 0.35 -2.85
H -4.67 -0.29 -2.78
H -4.28 0.92 -4.00
H -0.63 -0.82 -6.06
H -0.99 -1.41 -4.45
H -1.17 1.56 -5.19
H 0.28 0.79 -4.57
H -1.17 0.86 -3.57
*
```

2.
Density functional theory data (ωB97M-V/def2-TZVPD) for C42H30BrClIrN4O4PS2 as an isolated structure at a distorted geometry.

The value obtained for the molar mass is 1057.4 g/mol. Its energy above the lowest of the compared OMol25 structures with the same formula, charge and spin is 55.8 kcal per mole.

The geometry in ORCA input format:
```
! wB97M-V def2-TZVPD RIJCOSX def2/J DEFGRID3
* xyz 0 1
Ir 0.40 1.54 0.49
Br 0.84 1.49 3.08
C 1.38 3.33 3.13
C 1.49 3.94 4.35
C 1.92 5.28 4.38
C 2.26 5.92 3.23
C 2.18 5.27 1.97
C 2.58 5.91 0.78
C 2.54 5.24 -0.40
C 2.00 3.94 -0.47
C 1.54 3.28 0.65
C 1.69 3.93 1.90
H 1.25 3.41 5.26
H 1.99 5.78 5.34
H 2.60 6.94 3.25
H 2.94 6.93 0.84
H 2.89 5.71 -1.31
H 1.96 3.46 -1.44
Cl 4.08 1.25 -0.49
C 4.31 -0.35 0.09
C 5.61 -0.76 0.33
C 5.86 -2.05 0.76
C 4.81 -2.93 0.93
C 3.51 -2.53 0.68
C 3.22 -1.23 0.26
P 1.45 -0.74 -0.04
C 1.31 -0.87 -1.85
C 0.02 -0.98 -2.39
C -0.17 -1.03 -3.75
C 0.92 -0.93 -4.61
C 2.20 -0.79 -4.09
C 2.39 -0.77 -2.71
C 0.64 -2.26 0.58
C 0.55 -2.40 1.96
C -0.02 -3.53 2.52
C -0.51 -4.54 1.70
C -0.40 -4.41 0.32
C 0.17 -3.28 -0.24
H 6.42 -0.06 0.18
H 6.88 -2.37 0.95
H 5.00 -3.95 1.26
H 2.70 -3.23 0.82
H -0.84 -1.03 -1.72
H -1.17 -1.14 -4.16
H 0.78 -0.97 -5.68
H 3.05 -0.70 -4.75
H 3.40 -0.68 -2.32
H 0.94 -1.62 2.61
H -0.09 -3.63 3.60
H -0.96 -5.42 2.14
H -0.77 -5.20 -0.32
H 0.25 -3.21 -1.32
O 0.21 1.70 -1.65
N -0.34 2.77 -2.21
C -0.15 2.92 -3.54
C -0.69 3.97 -4.23
C -1.46 4.90 -3.53
C -1.63 4.74 -2.18
C -1.07 3.66 -1.49
S -1.30 3.47 0.19
H 0.45 2.14 -3.98
H -0.51 4.05 -5.29
H -1.91 5.74 -4.05
H -2.21 5.45 -1.59
O -3.83 -5.49 3.42
S -5.11 -5.78 2.80
O -5.19 -7.07 2.17
O -6.27 -5.36 3.57
C -5.23 -4.58 1.37
N -6.20 -4.82 0.49
C -6.29 -3.91 -0.49
C -5.44 -2.82 -0.57
C -4.45 -2.67 0.40
N -4.37 -3.58 1.39
C -3.46 -1.62 0.44
C -3.32 -0.62 -0.52
C -2.31 0.31 -0.40
N -1.43 0.33 0.61
C -1.59 -0.61 1.55
C -2.55 -1.59 1.51
H -7.08 -4.08 -1.22
H -5.55 -2.10 -1.38
H -3.99 -0.55 -1.36
H -2.19 1.07 -1.16
H -0.90 -0.57 2.39
H -2.62 -2.34 2.28
*
```

3.
Density functional theory data (ωB97M-V/def2-TZVPD) for one molecule with the formula C24H20BrN3O2.

The SMILES is O=C(Nc1ccc(Cn2cccn2)cc1)c1ccc(COc2ccccc2Br)cc1. The value obtained for the molar mass is 462.3 g/mol. Its energy above the lowest of the compared OMol25 structures with the same formula, charge and spin is 19.2 kcal per mole.

The geometry in ORCA input format:
```
! wB97M-V def2-TZVPD RIJCOSX def2/J DEFGRID3
* xyz 0 1
O 2.77 0.63 0.71
C 1.59 0.75 0.94
N 0.68 1.32 0.10
C 0.88 1.90 -1.15
C 2.14 2.09 -1.71
C 2.27 2.68 -2.95
C 1.15 3.10 -3.66
C 1.28 3.72 -5.03
N 0.52 2.98 -6.00
C 0.80 1.75 -6.48
C -0.22 1.41 -7.34
C -1.09 2.52 -7.29
N -0.62 3.45 -6.48
C -0.11 2.91 -3.10
C -0.25 2.32 -1.87
C 0.97 0.24 2.20
C -0.03 0.94 2.87
C -0.59 0.41 4.02
C -0.17 -0.82 4.51
C -0.92 -1.47 5.64
O -2.07 -2.13 5.10
C -1.80 -3.20 4.29
C -1.20 -4.37 4.75
C -1.00 -5.44 3.90
C -1.41 -5.37 2.58
C -2.01 -4.22 2.10
C -2.19 -3.15 2.95
Br -2.98 -1.55 2.31
C 0.85 -1.50 3.86
C 1.43 -0.97 2.72
H -0.29 1.27 0.39
H 3.01 1.77 -1.16
H 3.25 2.81 -3.37
H 0.86 4.73 -5.02
H 2.33 3.77 -5.33
H 1.69 1.22 -6.20
H -0.33 0.52 -7.91
H -2.01 2.66 -7.81
H -0.98 3.23 -3.65
H -1.23 2.18 -1.44
H -0.36 1.90 2.51
H -1.38 0.94 4.53
H -0.28 -2.18 6.18
H -1.33 -0.73 6.33
H -0.90 -4.43 5.79
H -0.54 -6.34 4.28
H -1.25 -6.21 1.91
H -2.32 -4.15 1.07
H 1.19 -2.45 4.23
H 2.22 -1.49 2.20
*
```